Molecular formula: C2HFNaO2
Method: DFT, ωB97M-V/def2-TZVPD

The HOMO-LUMO gap is 9.5764 eV. The strongest force on any atom comes out at 7.0 eV/Å. The calculation puts the energy above the lowest of the compared OMol25 structures with the same formula, charge and spin at 27.74 kcal/mol. Its highest occupied orbital energy is -14.40 eV. Its multiplicity is 1. The net charge is +1.

```
7
Properties=species:S:1:pos:R:3:nbo_charge:R:1
O 0.722 -0.977 0.961 -0.3893
H 0.148 -2.462 -0.795 0.1951
O -0.816 0.373 -0.202 -0.6494
F 1.441 -1.031 -1.349 -0.2594
Na -1.682 2.697 0.328 0.9919
C 0.451 -1.436 -0.576 0.4002
C -0.319 -0.615 0.325 0.7109
```